--- a ---
This record from OMol25 describes a 2-piece molecular cluster, C16H17N overall. The level of theory is ωB97M-V/def2-TZVPD.

Each line ends with the natural charge from an NBO analysis.
Geometry (Å):
C -1.724 -3.756 -1.566  -0.62
C -1.214 -2.518 -2.317  -0.10
C -1.005 -2.549 -3.681  -0.03
N -0.413 -1.289 -3.946  -0.56
C -0.329 -0.490 -2.729  0.11
C -0.216 0.888 -2.641  -0.21
C -0.441 1.452 -1.428  -0.23
C -0.795 0.549 -0.383  -0.21
C -0.682 -0.838 -0.408  -0.24
C -0.643 -1.340 -1.671  -0.03
H -0.943 -4.406 -1.178  0.21
H -2.340 -4.320 -2.292  0.21
H -2.343 -3.508 -0.741  0.21
H -1.267 -3.293 -4.494  0.23
H 0.155 -1.067 -4.697  0.40
H 0.078 1.569 -3.517  0.21
H -0.519 2.492 -1.253  0.22
H -0.929 1.141 0.573  0.21
H -0.906 -1.401 0.497  0.21
C -0.815 0.644 2.881  -0.64
C 0.472 1.192 2.609  -0.05
C 1.581 0.399 2.391  -0.20
C 2.850 0.922 2.256  -0.20
C 2.952 2.353 2.143  -0.23
C 1.873 3.139 2.203  -0.21
C 0.509 2.557 2.472  -0.18
H -1.561 1.396 2.564  0.21
H -1.111 0.378 3.857  0.23
H -1.152 -0.119 2.268  0.22
H 1.369 -0.683 2.687  0.21
H 3.779 0.269 2.309  0.22
H 4.023 2.873 2.283  0.22
H 2.021 4.227 2.404  0.21
H -0.314 3.135 2.542  0.20

Its structure (SMILES) is Cc1c[nH]c2ccccc12.Cc1ccccc1. For the HOMO energy, the calculation gives -7.71 eV. The orbital gap comes out at 8.68 eV. The charge is 0.


--- b ---
This record from OMol25 describes a 2-piece molecular cluster, C16H17N overall. The level of theory is ωB97M-V/def2-TZVPD.

Each line ends with the natural charge from an NBO analysis.
Geometry (Å):
C -3.450 -1.828 -0.815  -0.63
C -2.268 -1.510 0.072  -0.05
C -1.239 -2.335 0.453  -0.07
N -0.345 -1.627 1.315  -0.54
C -0.686 -0.310 1.247  0.14
C -0.137 0.754 1.966  -0.22
C -0.767 1.976 1.963  -0.21
C -2.044 2.071 1.326  -0.24
C -2.603 1.035 0.652  -0.19
C -1.922 -0.203 0.579  -0.10
H -3.420 -2.868 -1.134  0.22
H -3.438 -1.308 -1.773  0.22
H -4.312 -1.628 -0.194  0.22
H -1.294 -3.390 0.704  0.21
H 0.592 -1.996 1.362  0.40
H 0.899 0.602 2.276  0.21
H -0.315 2.807 2.492  0.21
H -2.593 2.960 1.624  0.21
H -3.549 1.115 0.157  0.21
C 1.752 -1.573 -2.561  -0.66
C 2.111 -0.437 -1.674  -0.01
C 2.645 -0.514 -0.373  -0.22
C 2.800 0.635 0.341  -0.24
C 2.536 1.903 -0.150  -0.21
C 2.003 2.045 -1.421  -0.19
C 1.829 0.854 -2.125  -0.21
H 2.086 -1.340 -3.570  0.23
H 0.656 -1.724 -2.470  0.24
H 1.894 -2.579 -2.158  0.23
H 3.019 -1.483 -0.065  0.21
H 3.499 0.784 1.180  0.22
H 2.729 2.771 0.473  0.21
H 1.700 2.953 -1.931  0.22
H 1.350 0.913 -3.104  0.20

Its structure (SMILES) is Cc1c[nH]c2ccccc12.Cc1ccccc1. For the HOMO energy, the calculation gives -7.94 eV. The orbital gap comes out at 8.77 eV. The charge is 0.


It is a that is the least stable of them.


--- a ---
This record from OMol25 describes one molecule with the formula C4H7N3S. The level of theory is ωB97M-V/def2-TZVPD.

Each line ends with the natural charge from an NBO analysis.
Geometry (Å):
H 2.362 -2.627 -0.282  0.36
N 2.201 -1.611 -0.363  -0.69
C 1.192 -1.277 0.322  0.29
N 0.766 0.056 0.383  -0.30
C 1.336 1.069 -0.392  -0.01
C 0.903 2.325 -0.434  -0.48
N -0.344 0.329 1.140  -0.42
C -1.612 0.157 0.690  -0.10
S -2.082 -0.523 -0.710  -0.08
H 0.548 -1.895 0.928  0.17
H 2.209 0.740 -0.946  0.24
H 0.009 2.642 0.069  0.20
H 1.424 3.065 -1.077  0.22
H -0.174 0.825 1.985  0.39
H -2.337 0.541 1.453  0.20

Its structure (SMILES) is [H]/N=C/N(C=C)NC=S. For the HOMO energy, the calculation gives -8.74 eV. The orbital gap comes out at 9.29 eV. The charge is 0.


--- b ---
This record from OMol25 describes one molecule with the formula C4H7N3S. The level of theory is ωB97M-V/def2-TZVPD.

Each line ends with the natural charge from an NBO analysis.
Geometry (Å):
N -1.662 -1.277 -0.555  -0.81
C -0.604 -0.259 -0.477  -0.15
C -0.780 0.795 0.673  -0.26
N 0.271 1.735 0.616  -0.44
C 1.420 1.385 0.229  0.26
N 1.699 0.038 -0.189  -0.62
C 0.749 -0.916 -0.369  0.09
S 1.166 -2.461 -0.607  -0.05
H -1.542 -1.899 0.239  0.35
H -2.602 -0.972 -0.376  0.36
H -0.706 0.375 -1.395  0.22
H -0.675 0.250 1.620  0.21
H -1.684 1.371 0.390  0.22
H 2.274 2.088 0.365  0.20
H 2.675 -0.253 -0.164  0.42

Its structure (SMILES) is N[C@H]1CN=CNC1=S. For the HOMO energy, the calculation gives -8.67 eV. The orbital gap comes out at 8.71 eV. The charge is 0.


It is a that is the least stable of them.


--- a ---
This record from OMol25 describes one molecule with the formula C4H7N3S. The level of theory is ωB97M-V/def2-TZVPD.

Each line ends with the natural charge from an NBO analysis.
Geometry (Å):
C 0.183 1.580 0.308  -0.10
C 0.933 0.510 0.122  0.23
C -1.748 0.243 0.251  0.25
C 2.209 -0.162 0.023  -0.72
N -1.177 1.416 0.620  -0.58
N -0.821 -0.735 0.205  -0.28
N -0.642 -1.831 -0.694  -0.65
S -3.385 0.003 -0.140  -0.30
H 0.443 2.586 0.194  0.22
H 2.752 0.154 0.875  0.24
H 2.919 -0.041 -0.901  0.25
H 1.887 -1.271 0.172  0.27
H -1.756 2.252 0.564  0.42
H -1.367 -1.966 -1.359  0.38
H -0.431 -2.735 -0.240  0.37

For the HOMO energy (spin up / spin down), the calculation gives -7.79 / -7.79 eV. The orbital gap (spin up / spin down) comes out at 7.67 / 7.67 eV. The charge is 0.


--- b ---
This record from OMol25 describes C4H7N3S as an isolated structure. The level of theory is ωB97M-V/def2-TZVPD.

Each line ends with the natural charge from an NBO analysis.
Geometry (Å):
C -0.471 2.077 0.024  -0.42
C 0.691 -0.274 0.013  -0.11
C 0.191 -1.506 -0.184  -0.03
C -1.454 -0.112 0.060  0.57
H -0.520 2.370 -1.334  0.19
H -1.062 2.680 0.727  0.24
H 0.705 2.164 0.184  0.23
H 2.523 0.380 1.282  0.14
H 0.907 -2.448 -0.242  0.24
H -2.054 -2.137 0.264  0.46
H -2.856 1.103 -0.407  0.32
N -0.427 0.655 0.267  -0.44
N -1.134 -1.490 0.219  -0.61
N -2.804 0.029 -0.212  -0.79
S 2.448 0.026 -0.117  0.02

For the HOMO energy, the calculation gives -7.65 eV. The orbital gap comes out at 8.17 eV. The charge is 0.


--- c ---
This record from OMol25 describes one molecule with the formula C4H7N3S. The level of theory is ωB97M-V/def2-TZVPD.

Each line ends with the natural charge from an NBO analysis.
Geometry (Å):
H -0.185 3.000 -1.725  0.35
N -0.497 2.449 -0.905  -0.69
C 0.332 1.489 -0.775  0.29
N 0.151 0.429 0.111  -0.30
C -1.099 0.209 0.723  0.00
C -1.449 -0.846 1.514  -0.48
N 1.137 -0.531 0.181  -0.42
C 1.276 -1.543 -0.703  -0.08
S 0.407 -1.769 -2.073  -0.10
H 1.281 1.409 -1.272  0.17
H -1.830 1.009 0.533  0.24
H -0.794 -1.692 1.648  0.19
H -2.404 -0.913 2.031  0.22
H 1.574 -0.529 1.112  0.40
H 2.100 -2.172 -0.400  0.20

Its structure (SMILES) is [H]/N=C/N(C=C)NC=S. For the HOMO energy, the calculation gives -8.72 eV. The orbital gap comes out at 9.21 eV. The charge is 0.


It is a that is the least stable of them.


--- a ---
This record from OMol25 describes a 2-piece molecular cluster, C6H9N5O2 overall. The level of theory is ωB97M-V/def2-TZVPD.

Each line ends with the natural charge from an NBO analysis.
Geometry (Å):
C -2.592 1.304 -0.353  0.16
C -0.590 0.704 0.015  -0.16
C -1.410 -0.366 0.288  0.31
C 0.843 0.894 0.066  0.67
C 1.633 -1.611 -0.014  0.13
C -3.893 -0.741 0.187  -0.40
N -1.342 1.725 -0.323  -0.38
N -2.684 0.019 0.088  -0.41
N 1.714 -0.192 0.058  -0.66
N 0.713 -2.427 -0.023  0.10
N 4.177 1.011 0.019  -1.09
O 0.330 -3.537 -0.250  -0.30
O 1.311 2.003 0.011  -0.58
H -3.492 1.946 -0.610  0.21
H 2.548 -2.171 0.031  0.19
H -4.129 -1.539 -0.643  0.22
H -3.808 -1.110 1.247  0.23
H -4.655 -0.081 0.017  0.21
H 2.729 -0.093 -0.073  0.45
H 4.183 1.581 -0.828  0.37
H 4.999 1.268 0.519  0.37
H 3.413 1.412 0.572  0.38

For the HOMO energy (spin up / spin down), the calculation gives -8.59 / -8.62 eV. The orbital gap (spin up / spin down) comes out at 8.56 / 7.12 eV. The charge is 0.


--- b ---
This record from OMol25 describes one molecule with the formula C6H9N5O2. The level of theory is ωB97M-V/def2-TZVPD.

Each line ends with the natural charge from an NBO analysis.
Geometry (Å):
N -0.902 0.902 4.632  -0.80
C -0.931 0.396 3.231  0.44
N -1.110 1.378 2.269  -0.21
N -1.093 0.935 1.036  -0.16
C -0.900 -0.430 0.921  0.30
C -0.824 -0.971 -0.606  -0.44
C 0.734 -0.912 -1.013  -0.40
C 1.005 -0.659 -2.573  -0.52
C 0.885 0.904 -2.875  0.78
O -0.129 1.521 -2.467  -0.54
O 1.870 1.671 -3.579  -0.74
N -0.763 -1.416 1.884  -0.18
N -0.779 -0.975 3.118  -0.20
H -0.858 1.937 4.619  0.38
H 0.006 0.552 4.995  0.38
H -1.205 -2.047 -0.645  0.22
H -1.505 -0.353 -1.277  0.25
H 1.166 0.004 -0.461  0.22
H 1.217 -1.879 -0.628  0.23
H 2.099 -0.972 -2.763  0.23
H 0.363 -1.276 -3.281  0.24
H 1.654 1.690 -4.535  0.50

Its structure (SMILES) is Nc1nnc(CCCC(=O)O)nn1. For the HOMO energy, the calculation gives -9.71 eV. The orbital gap comes out at 8.97 eV. The charge is 0.


It is a that is the least stable of them.